Here is a gas-phase ion, C8H7O4 (charge -1) at a distorted geometry from OMol25. Energies are from wB97M-V/def2-TZVPD.

Cartesian coordinates (Å):
O  0.244  1.828  -3.443
C  -0.164  0.793  -2.935
C  -0.334  0.481  -1.497
C  0.188  1.263  -0.457
C  0.131  0.938  0.824
C  -0.188  -0.274  1.496
C  -0.422  -1.492  0.933
C  -0.626  -1.601  -0.451
O  -0.215  -2.501  -1.177
C  -1.449  -0.515  -1.141
O  -2.118  -0.975  -2.272
O  -2.405  0.117  -0.247
H  -0.474  -0.127  -3.607
H  0.663  2.199  -0.724
H  0.493  1.638  1.605
H  -0.147  -0.084  2.547
H  -0.344  -2.404  1.472
H  -2.208  -1.898  -2.241
H  -2.137  0.938  -0.216

Structure (SMILES): O=CC1=CC=CC=C([O-])C1(O)O
Total charge: -1
HOMO level: -3.269 eV
Largest force on an atom: 7.6 eV/A